A single C5H13NOS molecule, computed with wB97M-V/def2-TZVPD.

Geometry (Å):
C  2.37484  -0.16604  0.86689
C  1.81849  2.53792  1.73757
C  -1.38866  -1.94686  -1.67903
C  -1.01417  0.94642  -0.48792
C  -1.22852  -0.37954  0.10361
N  0.24909  1.11773  -1.06329
O  -0.61452  -1.51696  -0.52128
S  1.58183  1.28342  0.31185
H  2.00554  -1.03365  0.26029
H  2.14218  -0.28612  1.84916
H  1.98019  3.58542  1.27394
H  1.14784  2.35445  2.61075
H  -1.33439  -1.17605  -2.46243
H  -2.43397  -1.95851  -1.42300
H  -0.87493  -2.88018  -2.13477
H  -1.66555  1.03395  -1.30139
H  -1.28137  1.66883  0.27735
H  -2.27517  -0.59815  0.10622
H  -0.73922  -0.49227  1.04460
H  0.61340  0.22254  -1.33675
H  2.43395  1.80567  -0.60493

Atomic forces in eV per Å
-0.3 0.4 -3.5
0.6 1.8 -0.8
2.4 0.2 -0.6
-0.1 -0.3 0.1
0.6 -2.5 0.6
2.6 0.8 -1.1
-0.7 -0.2 -1.8
-0.8 -0.4 1.8
0.6 0.8 0.3
-0.6 -0.2 2.9
-0.1 -1.8 1.3
0.8 0.1 -0.9
0.2 -0.1 0.0
-0.5 -0.9 0.2
-1.3 1.3 1.1
-1.6 0.6 -1.2
0.1 0.5 0.0
-1.0 0.0 0.7
-0.3 0.5 1.2
-0.2 -0.8 -0.8
-0.3 0.2 0.3

DFT total energy = -19758.733 eV
Orbital gap (spin up / spin down) = 6.5 / 6.1 eV
Charge = 0
Spin multiplicity = 3
HOMO level (spin up / spin down) = -0.214 / -0.270 Ha